Molecular formula: C4H11N3S
Method: DFT, ωB97M-V with the def2-TZVPD basis set

The geometry in XYZ format:
```
19
C4H11N3S (ωB97M-V with the def2-TZVPD basis set)
C -1.44 0.34 1.60
N -0.24 0.26 0.76
C 0.25 1.43 0.12
C 1.03 1.08 -1.15
C 1.61 -0.30 -1.10
S -0.08 -1.17 -0.21
N -1.38 -1.22 -1.07
N 0.09 -2.47 0.51
H -2.38 0.93 1.26
H -1.95 -0.63 1.80
H -1.07 0.90 2.43
H 0.81 1.90 0.88
H -0.53 2.04 -0.11
H 0.51 0.96 -2.01
H 1.82 1.71 -1.40
H 1.74 -0.89 -2.11
H 2.31 -0.36 -0.34
H -1.73 -2.14 -1.18
H 0.63 -2.38 1.32
```

HOMO energy: -0.319 Eh
SMILES string: CN1CCCS1(=N)=N
gap between HOMO and LUMO: 0.349 Ha

---

Molecular formula: C28H23Br3N4O2V
Method: DFT, ωB97M-V with the def2-TZVPD basis set

The geometry in XYZ format:
```
61
C28H23Br3N4O2V (ωB97M-V with the def2-TZVPD basis set)
V -1.27 0.18 -1.45
O 1.72 0.52 -3.91
C 2.54 -0.47 -3.50
C 3.51 -0.89 -4.40
C 4.38 -1.92 -4.06
C 4.30 -2.54 -2.82
C 3.32 -2.12 -1.93
C 2.44 -1.09 -2.25
C 1.38 -0.72 -1.26
O 0.07 -0.91 -1.77
N 1.48 0.70 -0.92
N 0.37 1.16 -0.24
C 0.52 2.06 0.65
C -0.59 2.66 1.36
Br -2.29 2.56 0.55
C -0.45 3.27 2.54
C 0.78 3.33 3.34
C 1.04 4.47 4.09
C 2.20 4.56 4.85
C 3.09 3.50 4.89
C 2.82 2.34 4.17
C 1.67 2.25 3.41
H 1.21 0.88 -3.18
H 3.57 -0.40 -5.36
H 5.13 -2.23 -4.77
H 4.98 -3.33 -2.55
H 3.23 -2.60 -0.96
H 1.47 -1.36 -0.37
H 2.37 0.98 -0.51
H 1.52 2.42 0.91
H -1.32 3.78 2.96
H 0.35 5.30 4.07
H 2.40 5.46 5.41
H 3.99 3.57 5.49
H 3.50 1.50 4.22
H 1.44 1.33 2.89
Br -2.23 -1.31 6.01
C -2.30 -1.27 4.14
C -1.56 -0.33 3.44
C -1.63 -0.31 2.06
C -2.42 -1.21 1.37
C -3.15 -2.16 2.07
C -3.09 -2.19 3.45
N -2.42 -1.10 -0.07
C -3.07 -1.97 -0.75
C -3.06 -1.95 -2.22
C -3.66 -2.96 -2.95
C -3.58 -2.90 -4.34
C -2.90 -1.84 -4.92
C -2.32 -0.87 -4.11
N -2.40 -0.92 -2.79
H -0.95 0.39 3.97
H -1.05 0.42 1.51
H -3.78 -2.89 1.59
H -3.66 -2.93 4.00
H -3.63 -2.77 -0.28
H -4.17 -3.77 -2.45
H -4.04 -3.66 -4.95
H -2.81 -1.76 -5.99
H -1.78 -0.03 -4.52
Br -1.23 2.08 -2.86
```

HOMO energy (spin up / spin down): -0.393 / -0.393 Eh
spin multiplicity: 3
total charge: +1
gap between HOMO and LUMO (spin up / spin down): 0.238 / 0.236 Ha

---

Molecular formula: C10H16NOP
Method: DFT, ωB97M-V with the def2-TZVPD basis set

The geometry in XYZ format:
```
29
C10H16NOP (ωB97M-V with the def2-TZVPD basis set)
C 1.49 -1.99 0.02
C 0.29 -2.11 0.95
P -0.62 -0.54 1.31
O -2.00 -0.82 1.74
C 0.28 0.39 2.63
C 1.79 0.29 2.70
C -0.55 0.42 -0.23
C 0.38 1.40 -0.53
C 0.32 2.05 -1.75
C -0.65 1.72 -2.68
C -1.60 0.74 -2.39
N -2.53 0.36 -3.33
C -1.53 0.10 -1.15
H 1.19 -1.56 -0.93
H 1.91 -2.98 -0.17
H 2.27 -1.37 0.46
H 0.57 -2.54 1.92
H -0.47 -2.76 0.51
H -0.17 0.01 3.55
H -0.04 1.43 2.53
H 2.16 0.88 3.54
H 2.11 -0.74 2.85
H 2.26 0.67 1.79
H 1.14 1.67 0.19
H 1.04 2.82 -1.99
H -0.69 2.24 -3.63
H -2.73 1.02 -4.06
H -3.34 -0.14 -2.98
H -2.26 -0.66 -0.89
```

HOMO energy: -0.303 Eh
SMILES string: CCP(=O)(CC)c1cccc(N)c1
gap between HOMO and LUMO: 0.337 Ha

---

Molecular formula: C4H11N3O
Method: DFT, ωB97M-V with the def2-TZVPD basis set

The geometry in XYZ format:
```
19
C4H11N3O (ωB97M-V with the def2-TZVPD basis set)
C 1.00 -0.73 -0.44
C 1.64 0.37 0.30
C 0.88 -0.72 -1.92
C 0.21 0.88 0.52
N -1.60 0.81 2.01
N -1.21 -0.97 0.45
O -0.52 1.52 -0.53
N -0.62 0.04 1.34
H -0.40 2.47 -0.41
H 1.11 -1.72 0.00
H -2.06 0.22 2.69
H -2.28 1.20 1.36
H -1.27 -1.88 0.89
H -1.83 -0.56 -0.26
H 2.12 0.10 1.23
H 2.19 1.06 -0.34
H 1.88 -0.76 -2.37
H 0.31 -1.57 -2.30
H 0.43 0.22 -2.25
```

HOMO energy (spin up / spin down): -0.242 / -0.238 Eh
gap between HOMO and LUMO (spin up / spin down): 0.273 / 0.270 Ha

---

Molecular formula: C13H26N2O3OsPS2SeSi
Method: DFT, ωB97M-V with the def2-TZVPD basis set

The geometry in XYZ format:
```
50
C13H26N2O3OsPS2SeSi (ωB97M-V with the def2-TZVPD basis set)
Os -0.18 1.15 -0.36
C -6.15 -0.01 -0.45
C -4.70 -0.46 -0.48
O -3.86 0.60 -0.98
P -3.04 1.62 -0.10
S -1.96 2.66 -1.42
S -2.00 0.61 1.32
O -4.19 2.48 0.58
C -4.00 3.78 1.20
C -2.84 3.86 2.17
H -6.80 -0.87 -0.30
H -6.40 0.46 -1.39
H -6.32 0.70 0.36
H -4.56 -1.28 -1.18
H -4.34 -0.77 0.51
H -4.94 3.96 1.72
H -3.88 4.52 0.41
H -2.96 3.16 2.99
H -2.81 4.88 2.57
H -1.89 3.66 1.68
C 4.88 0.13 1.74
N 3.60 0.31 1.10
C 3.65 0.76 -0.28
C 2.47 0.19 1.80
O 1.31 0.47 1.49
H 5.37 1.10 1.89
H 5.52 -0.49 1.12
H 4.76 -0.35 2.71
H 3.96 1.80 -0.35
H 2.67 0.64 -0.73
H 4.36 0.14 -0.83
H 2.65 -0.24 2.80
Se 1.04 3.26 0.39
C 0.87 4.55 -0.87
N 0.80 5.41 -1.64
C 2.93 -3.55 -2.86
Si 1.87 -3.27 -1.32
C 2.97 -3.32 0.22
C 0.56 -4.62 -1.21
C 1.09 -1.60 -1.34
C 0.58 -0.49 -1.24
H 3.40 -4.53 -2.82
H 3.72 -2.80 -2.94
H 2.33 -3.49 -3.77
H 3.16 -4.35 0.54
H 2.49 -2.80 1.04
H 3.94 -2.85 0.03
H 1.02 -5.57 -0.92
H 0.05 -4.77 -2.16
H -0.19 -4.37 -0.46
```

HOMO energy (spin up / spin down): -0.280 / -0.296 Eh
spin multiplicity: 2
gap between HOMO and LUMO (spin up / spin down): 0.235 / 0.260 Ha

---

Molecular formula: C5H14N3
Method: DFT, ωB97M-V with the def2-TZVPD basis set

The geometry in XYZ format:
```
22
C5H14N3 (ωB97M-V with the def2-TZVPD basis set)
C 0.46 -1.71 -0.96
C -0.17 -0.41 -1.54
C -1.19 0.41 -0.70
C -1.24 1.98 -1.89
N -0.86 1.88 -0.64
C 1.20 -0.15 1.84
N 0.48 0.91 2.41
N 0.43 -1.37 1.65
H 1.45 -1.87 -1.39
H -0.17 -2.56 -1.21
H 0.62 -1.72 0.24
H -0.63 -0.84 -2.44
H 0.65 0.30 -1.43
H -2.28 0.28 -0.62
H -0.90 0.29 0.35
H -0.52 2.38 -2.62
H -2.27 2.21 -2.17
H 1.81 0.08 0.96
H 0.14 0.64 3.32
H 0.15 1.76 1.98
H 0.81 -2.07 2.31
H 2.01 -0.41 2.53
```

HOMO energy: -0.435 Eh
total charge: +1
gap between HOMO and LUMO: 0.150 Ha

---

Molecular formula: C17H15F2NO3
Method: DFT, ωB97M-V with the def2-TZVPD basis set

The geometry in XYZ format:
```
38
C17H15F2NO3 (ωB97M-V with the def2-TZVPD basis set)
O -0.66 2.88 1.95
C -0.21 1.84 1.80
N -0.74 0.61 2.22
H -0.12 -0.26 1.86
C -2.15 0.28 2.19
H -2.06 -0.34 3.14
H -2.23 1.38 2.53
C -2.83 -0.30 1.15
C -2.54 0.61 -0.01
C -3.28 1.91 -0.21
C -2.91 2.73 -0.98
C -1.92 2.36 -1.95
C -1.26 1.33 -2.11
C -1.45 0.50 -0.82
H -0.97 -0.52 -0.84
H -0.20 1.23 -2.62
F -1.62 3.48 -3.17
H -3.45 3.73 -1.33
H -4.17 2.11 0.64
H -3.71 -0.22 1.41
H -2.42 -1.30 0.89
C 1.54 1.70 1.39
H 1.46 2.36 0.54
H 2.17 2.13 2.14
O 1.58 0.19 1.10
C 1.93 0.16 -0.31
O 1.91 0.95 -1.41
C 2.30 -1.33 -0.40
C 2.68 -2.18 0.47
C 2.90 -3.44 0.22
C 2.97 -3.97 -0.96
C 2.77 -3.18 -2.17
C 2.50 -1.73 -1.83
H 2.36 -1.07 -2.81
H 2.99 -3.45 -3.21
F 3.33 -5.19 -1.10
H 2.88 -4.32 1.04
H 2.63 -1.68 1.56
```

HOMO energy: -0.350 Eh
gap between HOMO and LUMO: 0.339 Ha

---

Molecular formula: C3H5N2OS
Method: DFT, ωB97M-V with the def2-TZVPD basis set

The geometry in XYZ format:
```
12
C3H5N2OS (ωB97M-V with the def2-TZVPD basis set)
C 1.28 0.22 -0.27
C 1.02 -1.12 -0.48
C 0.66 0.91 0.77
N -1.59 -0.71 -0.08
N -1.48 0.69 0.19
O -2.02 1.55 -0.42
S -0.37 -1.83 0.21
H 1.80 0.70 -1.10
H 1.84 -1.82 -0.80
H 0.38 0.50 1.78
H 0.95 1.99 0.78
H -2.46 -1.09 -0.58
```

HOMO energy (spin up / spin down): -0.531 / -0.531 Eh
total charge: +1
gap between HOMO and LUMO (spin up / spin down): 0.293 / 0.293 Ha

---

Molecular formula: C7H7N3S2
Method: DFT, ωB97M-V with the def2-TZVPD basis set

The geometry in XYZ format:
```
19
C7H7N3S2 (ωB97M-V with the def2-TZVPD basis set)
C 0.45 -1.45 -2.38
N 1.21 -0.82 -1.33
C 2.55 -0.80 -1.28
C 3.12 -0.29 -0.15
S 1.85 0.31 0.86
C 0.60 -0.21 -0.28
N -0.72 0.13 -0.20
C -1.35 0.64 0.86
N -2.66 0.84 0.74
C -3.19 1.41 1.84
C -2.38 1.50 2.93
S -0.74 1.21 2.49
H 0.68 -2.42 -2.27
H -0.64 -1.33 -2.34
H 0.85 -1.08 -3.38
H 3.09 -1.20 -2.19
H 4.06 0.09 0.20
H -4.23 1.45 2.09
H -2.54 2.03 3.79
```

HOMO energy: -0.269 Eh
SMILES string: Cn1ccs/c1=N\c1nccs1
gap between HOMO and LUMO: 0.287 Ha

---

Molecular formula: C2H7NO
Method: DFT, ωB97M-V with the def2-TZVPD basis set

The geometry in XYZ format:
```
11
C2H7NO (ωB97M-V with the def2-TZVPD basis set)
N 1.25 -0.72 -0.07
C 0.59 0.48 0.30
C -0.86 0.55 -0.27
O -1.36 -0.78 0.02
H 1.72 -0.46 -1.06
H 0.45 -1.48 -0.20
H 1.27 1.39 0.23
H 0.56 0.02 1.31
H -0.66 0.45 -1.28
H -1.36 1.37 0.04
H -1.58 -0.82 0.98
```

HOMO energy: -0.329 Eh
SMILES string: NCCO
gap between HOMO and LUMO: 0.366 Ha

---

Molecular formula: C48H26BiBr2F15GeN7OS2
Method: DFT, ωB97M-V with the def2-TZVPD basis set

The geometry in XYZ format:
```
103
C48H26BiBr2F15GeN7OS2 (ωB97M-V with the def2-TZVPD basis set)
Bi 1.05 -0.32 0.66
N 3.66 -0.26 2.36
C 3.80 -1.42 3.08
S 4.06 -1.38 4.73
N 3.16 -2.48 1.05
N 1.92 -3.04 1.05
C 1.22 -3.18 -0.01
C -0.19 -3.60 0.20
C -0.52 -4.93 -0.06
C -1.72 -5.49 0.33
C -2.60 -4.71 1.07
C -2.32 -3.37 1.30
C -1.16 -2.74 0.80
O -1.09 -1.42 0.89
H 3.86 0.57 2.90
H 3.98 -0.25 1.40
H 1.62 -3.01 -1.02
H 0.23 -5.55 -0.56
H -1.95 -6.53 0.10
H -3.51 -5.14 1.46
H -2.99 -2.76 1.88
Br 6.42 -5.96 0.37
C 5.17 -4.57 0.85
C 4.59 -4.76 2.17
C 3.94 -3.84 2.88
N 3.69 -2.55 2.35
C 4.10 -2.50 -0.02
C 5.02 -3.58 -0.05
C 4.10 -1.41 -0.92
C 5.09 -1.31 -1.96
C 5.08 -0.25 -2.80
Br 6.43 -0.11 -4.14
C 4.12 0.76 -2.70
C 3.19 0.61 -1.71
N 3.16 -0.41 -0.83
H 4.74 -5.72 2.64
H 3.55 -4.04 3.87
H 5.66 -3.65 -0.92
H 5.86 -2.06 -2.05
H 4.10 1.61 -3.37
H 2.42 1.36 -1.58
N -3.77 1.47 6.72
C -3.03 1.22 5.87
C -2.08 0.92 4.83
C -1.28 -0.21 4.90
C -0.36 -0.43 3.89
N -0.22 0.41 2.87
C -0.99 1.49 2.79
C -1.95 1.79 3.75
H -1.36 -0.90 5.73
H 0.29 -1.30 3.90
H -0.81 2.15 1.95
H -2.57 2.66 3.66
C 3.75 4.33 1.84
C 2.67 4.27 0.75
C 3.31 4.45 -0.63
C 1.62 5.36 0.99
C 2.02 2.95 0.79
C 1.47 1.86 0.79
H 4.22 5.32 1.85
H 4.52 3.59 1.66
H 3.32 4.14 2.83
H 3.78 5.44 -0.71
H 2.56 4.35 -1.42
H 4.08 3.69 -0.79
H 2.10 6.34 1.02
H 1.10 5.20 1.94
H 0.88 5.36 0.19
F -2.71 -2.53 -2.50
C -3.60 -2.18 -1.57
C -3.48 -0.95 -0.96
C -4.34 -0.68 0.09
F -4.23 0.46 0.79
C -5.35 -1.55 0.45
F -6.19 -1.26 1.45
C -5.50 -2.74 -0.25
F -6.47 -3.59 0.09
C -4.62 -3.06 -1.26
F -4.74 -4.23 -1.89
Ge -2.19 0.35 -1.67
S -0.03 0.11 -1.70
C -3.00 2.13 -1.20
C -2.32 3.20 -0.65
F -1.03 3.07 -0.33
C -2.93 4.42 -0.40
F -2.24 5.42 0.15
C -4.26 4.60 -0.72
F -4.85 5.77 -0.49
C -4.97 3.56 -1.30
F -6.25 3.73 -1.62
C -4.33 2.36 -1.53
F -5.06 1.38 -2.10
C -2.57 0.59 -3.66
C -3.50 -0.06 -4.46
F -4.43 -0.86 -3.94
C -3.57 0.13 -5.83
F -4.48 -0.51 -6.56
C -2.70 1.01 -6.44
F -2.74 1.19 -7.76
C -1.80 1.73 -5.67
F -1.01 2.63 -6.25
C -1.77 1.52 -4.31
F -0.94 2.30 -3.60
```

HOMO energy: -0.166 Eh
total charge: -1
gap between HOMO and LUMO: 0.211 Ha

---

Molecular formula: C3H2BrCl
Method: DFT, ωB97M-V with the def2-TZVPD basis set

The geometry in XYZ format:
```
7
C3H2BrCl (ωB97M-V with the def2-TZVPD basis set)
C -0.60 -0.28 -1.12
C -0.28 -0.38 0.07
C -0.08 -0.38 1.38
Cl -0.74 -1.52 2.29
Br -0.78 2.30 2.73
H -0.97 -0.29 -2.18
H 0.72 0.31 1.70
```

HOMO energy (spin up / spin down): -0.373 / -0.312 Eh
gap between HOMO and LUMO (spin up / spin down): 0.307 / 0.197 Ha

---

Molecular formula: C21H48Cl2N8O4P3
Method: DFT, ωB97M-V with the def2-TZVPD basis set

The geometry in XYZ format:
```
86
C21H48Cl2N8O4P3 (ωB97M-V with the def2-TZVPD basis set)
N 1.18 -3.29 3.03
P 1.75 -1.83 3.14
C 0.29 -0.71 3.00
C -0.16 0.03 4.07
C -1.30 0.82 3.93
C -1.87 1.60 5.07
O -2.68 1.07 5.76
O -1.47 2.86 5.26
C -1.95 0.87 2.70
C -3.20 1.67 2.43
C -4.36 0.67 2.10
C -5.65 0.95 2.88
Cl -6.14 -0.53 3.77
C -1.44 0.11 1.66
N -0.35 -0.65 1.82
Cl 0.15 -1.58 0.49
H 1.38 -3.82 3.87
H 2.40 -1.66 4.38
H 2.66 -1.56 2.10
H 0.34 0.01 5.03
H -1.46 3.00 6.22
H -3.02 2.32 1.57
H -3.46 2.30 3.27
H -4.03 -0.33 2.38
H -4.51 0.67 1.02
H -6.44 1.16 2.17
H -5.55 1.74 3.61
H -1.92 0.10 0.69
O 7.38 -1.42 2.47
P 7.64 -2.23 1.23
N 8.31 -1.03 0.22
C 7.97 -0.75 -1.16
C 9.51 -0.34 0.69
N 5.97 -2.60 0.87
C 5.22 -1.87 -0.13
C 5.14 -2.80 2.04
N 8.15 -3.52 0.24
C 9.60 -3.71 0.09
C 7.34 -4.61 -0.29
H 7.87 -1.66 -1.77
H 8.75 -0.16 -1.64
H 7.05 -0.16 -1.24
H 10.42 -0.87 0.38
H 9.52 -0.28 1.78
H 9.56 0.68 0.31
H 5.14 -0.79 0.09
H 4.21 -2.28 -0.22
H 5.65 -1.99 -1.13
H 4.82 -1.84 2.49
H 5.68 -3.36 2.81
H 4.25 -3.38 1.79
H 9.96 -3.23 -0.82
H 9.86 -4.77 0.04
H 10.14 -3.29 0.93
H 6.95 -4.34 -1.28
H 6.51 -4.88 0.35
H 7.93 -5.52 -0.42
O -5.59 0.67 -1.43
P -5.26 1.47 -2.68
N -5.96 2.94 -2.09
C -6.89 3.81 -2.78
C -5.42 3.50 -0.86
N -6.26 0.61 -3.79
C -7.60 1.05 -4.11
C -6.25 -0.84 -3.61
N -4.54 2.36 -3.97
C -3.54 3.37 -3.62
C -4.65 2.10 -5.40
H -6.60 3.99 -3.82
H -6.92 4.79 -2.30
H -7.90 3.42 -2.75
H -4.59 4.19 -1.07
H -5.05 2.71 -0.21
H -6.18 4.05 -0.31
H -8.26 1.07 -3.23
H -8.05 0.38 -4.85
H -7.61 2.03 -4.58
H -6.91 -1.16 -2.80
H -5.24 -1.20 -3.39
H -6.57 -1.33 -4.53
H -3.99 4.36 -3.54
H -2.74 3.42 -4.36
H -3.06 3.13 -2.67
H -5.50 2.64 -5.82
H -4.76 1.04 -5.63
H -3.76 2.43 -5.93
```

HOMO energy: -0.365 Eh
total charge: +1
gap between HOMO and LUMO: 0.196 Ha

---

Table of electronic energy (eV), in record order: -19627.146, -275276.235, -23457.431, -10838.533, -129676.590, -9866.131, -30927.984, -19042.188, -33511.531, -5722.909, -327546.548, -85703.743, -95565.825
Table of maximum force (eV Å⁻¹), in record order: 4.354, 1.431, 1.133, 2.774, 2.103, 4.472, 17.756, 2.296, 4.941, 6.268, 0.922, 5.908, 6.963